(1)
ORCA calculation (ωB97M-V/def2-TZVPD) on an isolated ion of composition C8H19N2 and charge +1.

Positions of all 29 atoms, in Å:
C -0.1702 -1.1053 1.1806
C 1.0714 -1.2562 0.2247
C -1.4964 -0.8212 0.5219
C 1.7550 0.0870 0.0269
C -1.6483 0.4541 -0.2103
C 2.0160 0.8382 -1.2313
C 2.2421 0.7213 1.2475
C -1.3285 1.7366 0.4468
N -1.3786 0.1954 -1.6399
N -1.7534 -1.8645 -0.5522
H -0.3680 -2.0137 1.9378
H -0.1009 -0.2780 1.9082
H 1.8326 -1.7458 0.8454
H 0.8157 -1.8739 -0.6766
H -2.2328 -0.8766 1.2932
H 1.6520 1.8020 -0.9421
H 1.5298 0.5259 -2.1209
H 3.1424 0.7059 -1.3562
H 1.6824 0.1166 2.1502
H 2.0418 1.8041 1.3234
H 3.3554 0.4900 1.3073
H -0.8014 1.6043 1.3089
H -2.2220 2.2846 0.8855
H -0.7477 2.4971 -0.1813
H -0.3390 0.3730 -1.8747
H -1.5853 -0.9355 -1.5974
H -1.2783 -2.6415 -0.3392
H -1.9214 0.7770 -2.2149
H -2.6315 -2.1165 -0.9216

* maximum force: 4.34 eV/A
* HOMO level (alpha / beta): -10.4 / -12.6 eV
* ΔE to the lowest compared entry with this formula, charge and spin: 111.3 kcal per mole
* E_tot: -425.307827 a.u.
* net charge: +1
* frontier orbital gap (alpha / beta): 6.16 / 9.79 eV

Here is what Löwdin gives for the atomic charges, in e: -0.1570, -0.1354, -0.3020, -0.3692, -0.1779, -0.0677, -0.0863, -0.0266, 0.1644, 0.0857, 0.1728, 0.0912, 0.1181, 0.1251, 0.1476, 0.0659, 0.0473, 0.1293, 0.1259, 0.0884, 0.1165, 0.0315, 0.1212, 0.1214, 0.1533, 0.1084, 0.0601, 0.1314, 0.1164



(2)
ORCA calculation (ωB97M-V/def2-TZVPD) on one molecule with the formula C20H26N2O4S.

Positions of all 53 atoms, in Å:
C -4.2718 -4.3798 0.4126
C -3.6967 -3.0342 0.1487
C -2.3967 -2.7133 -0.1133
C -2.1958 -1.3370 -0.3259
C -3.3514 -0.6111 -0.2248
C -3.5814 0.8352 -0.3236
O -4.5890 1.3743 0.0961
N -2.5956 1.5159 -0.9705
H -1.7181 1.0461 -1.1466
C -2.5215 2.9566 -0.8966
H -2.5308 3.4069 -1.8937
H -3.3909 3.2965 -0.3238
C -1.2252 3.3196 -0.1991
O -0.3584 4.0195 -0.6480
O -1.1449 2.6954 0.9883
C 0.1587 2.5353 1.5016
H 0.0514 2.2142 2.5387
H 0.7161 3.4777 1.4431
C 0.8701 1.4568 0.6597
O 0.3139 0.9433 -0.2902
N 2.1034 1.1653 1.0893
H 2.4705 1.6790 1.8750
C 3.0019 0.1826 0.4737
C 4.3024 0.1633 1.2759
C 5.2638 -0.8559 0.6622
C 4.6260 -2.2438 0.6970
C 3.3259 -2.2232 -0.1053
C 2.3618 -1.2085 0.5073
H 1.4297 -1.1891 -0.0569
H 2.1294 -1.4797 1.5400
C 3.6216 -1.8343 -1.5529
C 4.2630 -0.4479 -1.5845
C 5.5646 -0.4667 -0.7843
H 6.0362 0.5179 -0.8157
H 6.2604 -1.1847 -1.2228
C 3.3025 0.5732 -0.9763
H 2.3715 0.6011 -1.5425
H 3.7439 1.5722 -1.0016
H 4.4751 -0.1661 -2.6210
H 2.6958 -1.8269 -2.1312
H 4.2948 -2.5661 -2.0043
H 2.8648 -3.2163 -0.0792
H 4.4230 -2.5358 1.7299
H 5.3138 -2.9771 0.2715
H 6.1939 -0.8648 1.2411
H 4.0920 -0.1047 2.3147
H 4.7587 1.1565 1.2629
S -4.7039 -1.6273 0.1508
H -1.2296 -0.9054 -0.5190
H -1.6059 -3.4421 -0.1531
H -3.4930 -5.1368 0.3594
H -5.0437 -4.6162 -0.3188
H -4.7300 -4.4144 1.4003

* maximum force: 0.80 eV/A
* HOMO level: -8.6 eV
* ΔE to the lowest compared entry with this formula, charge and spin: 0.0 kcal per mole
* E_tot: -1586.469652 a.u.
* frontier orbital gap: 9.04 eV

Here is what Löwdin gives for the atomic charges, in e: -0.1058, -0.5804, -0.1329, -0.1032, -0.4308, -0.5206, 0.0430, 0.0830, 0.1111, -0.0552, 0.1352, 0.1356, -0.4698, 0.1316, 0.0151, -0.0659, 0.1407, 0.1362, -0.4230, 0.0661, 0.1497, 0.1481, -0.4144, -0.0857, -0.2892, -0.1197, -0.2877, -0.0747, 0.1122, 0.1317, -0.1150, -0.2869, -0.1196, 0.1203, 0.1208, -0.0720, 0.1210, 0.1323, 0.1423, 0.1232, 0.1207, 0.1414, 0.1200, 0.1208, 0.1412, 0.1280, 0.1281, 1.1258, 0.0883, 0.1074, 0.0785, 0.0767, 0.0767



(3)
ORCA calculation (ωB97M-V/def2-TZVPD) on a 2-piece molecular cluster, CH5NOS overall.

Positions of all 9 atoms, in Å:
C -1.7212 -1.2621 -0.1490
N 2.4700 0.9993 0.1954
O -2.0927 1.1687 -0.3478
S -1.7113 0.1885 0.6434
H -2.2051 -1.4607 -1.1339
H -1.3766 -2.2293 0.1175
H 1.8615 1.7064 0.5964
H 2.1143 0.7021 -0.6920
H 2.6611 0.1873 0.7700

* maximum force: 3.70 eV/A
* HOMO level: -9.7 eV
* ΔE to the lowest compared entry with this formula, charge and spin: 51.6 kcal per mole
* E_tot: -569.205965 a.u.
* frontier orbital gap: 9.18 eV

Here is what Löwdin gives for the atomic charges, in e: -0.3034, 0.0094, -0.5833, 0.8418, 0.0441, -0.0069, 0.0046, -0.0091, 0.0029